The following is a quantum chemistry calculation of 2 unconnected molecules or ions with the total composition C6H15NOS, from the OMol25 dataset.

Computed properties:
**HOMO (spin up / spin down)**: -0.2607 / -0.3132 Eh
**Kohn-Sham gap (spin up / spin down)**: 7.858 / 7.071 eV
**DFT total energy**: -20829.4229 eV
**LUMO level (spin up / spin down)**: 0.763 / -1.452 eV
**Molecular weight**: 149.259 g/mol
**F_max**: 6.992 eV/A
**Multiplicity**: 3

Each line ends with the Mulliken charge.
Cartesian coordinates (Å):
C: 1.0411 2.6371 -0.9043  -0.80
C: -1.1601 -1.6959 0.5375  -1.68
C: -2.0732 0.7651 1.0207  -1.64
C: -1.3460 0.0866 -1.1778  -1.76
C: 2.6523 -1.2866 -0.1596  -0.93
C: -1.1290 -0.1956 0.3130  1.50
N: 1.5658 -0.4627 -0.6464  -0.23
O: 1.0870 0.1257 1.7502  -0.65
S: 0.6308 0.4622 0.4566  0.41
H: 2.0022 2.8044 -0.4548  0.45
H: 0.5836 3.3106 -0.1003  0.28
H: -1.9679 -2.1102 -0.1269  0.35
H: -0.2560 -2.0276 0.3535  0.46
H: -1.3640 -1.8768 1.5513  0.39
H: -1.7630 1.8337 1.0769  0.34
H: -2.1209 0.5895 2.0592  0.44
H: -3.0202 0.8391 0.6777  0.47
H: -0.8194 1.0633 -1.5143  0.26
H: -0.8666 -0.5997 -1.8298  0.50
H: -2.2939 -0.0285 -1.5591  0.58
H: 3.5501 -0.5388 0.1710  0.27
H: 2.1633 -1.7677 0.7587  0.29
H: 2.8813 -1.9429 -0.8749  0.39
H: 2.0230 0.0160 -1.3780  0.32

Forces on the atoms, in the same order (eV/Å):
C -0.105 2.703 3.152
C -5.088 2.420 0.070
C 3.369 1.014 1.924
C 3.129 1.492 -0.602
C -0.839 3.559 5.960
C 0.343 0.843 -2.703
N -0.799 -0.574 -0.059
O 1.449 -1.138 3.915
S -1.250 0.932 -3.226
H 1.857 -1.106 -1.473
H -1.522 -0.823 -1.950
H 0.943 -0.022 0.762
H 4.338 -2.208 -1.406
H -0.511 -0.569 1.412
H 0.499 -0.567 -0.772
H -0.201 -0.793 1.437
H -3.043 -0.449 -1.555
H -1.433 -1.051 0.628
H 1.147 -1.141 -0.184
H -2.776 0.550 -0.146
H -1.705 -2.287 -0.618
H 1.646 0.178 -1.039
H 1.260 -2.656 -2.570
H -0.708 1.693 -0.959